[1]
A cluster of 5 separate species, C23H22ClF3N4O4 in total, computed with ωB97M-V with the def2-TZVPD basis set.

spin multiplicity	1
electronic energy	-59032.547	eV
SMILES string	O=C(Cl)CC1=C(C(F)(F)F)C(=O)OC1=O.c1cc[nH]c1.c1cc[nH]c1.c1cc[nH]c1.c1cc[nH]c1
highest occupied orbital energy	-8.0	eV

```
57
Properties=species:S:1:pos:R:3:forces:R:3
O 3.415567 -0.120881 -1.281790 0.2 -0.5 0.2
C 4.061037 -1.103456 -1.136510 -0.2 0.6 -0.4
Cl 3.974090 -2.439537 -2.310479 -0.1 -0.1 0.1
C 5.127703 -1.346844 -0.097335 -0.2 -0.2 0.2
C 4.836616 -2.504587 0.802401 0.5 0.1 -0.1
C 5.689764 -3.239920 1.510392 0.2 0.1 -0.2
C 7.186052 -3.090549 1.538053 0.3 0.0 0.0
F 7.507562 -1.778218 1.666711 0.0 -0.6 0.0
F 7.717191 -3.522224 0.367267 -0.2 0.2 0.6
F 7.754477 -3.773569 2.540728 -0.2 0.5 -0.6
C 4.932169 -4.278706 2.250910 0.2 -0.3 0.5
O 5.308753 -5.120525 2.996848 -0.2 0.2 -0.4
O 3.595710 -4.086730 1.943157 -0.3 -0.2 0.1
C 3.470797 -3.008314 1.122266 -0.5 0.3 0.1
O 2.416840 -2.549101 0.803687 0.3 -0.1 -0.2
H 6.054539 -1.546436 -0.629294 0.1 0.0 -0.1
H 5.271326 -0.442530 0.487417 -0.1 0.2 0.1
C -1.693283 -0.816660 -2.702859 0.0 0.0 0.0
C -1.064157 0.448273 -2.549522 0.0 0.0 0.0
C 0.013838 0.265783 -1.725218 0.1 0.0 0.0
N 0.058624 -1.056655 -1.375347 0.0 0.0 0.1
C -0.977570 -1.723715 -1.965170 0.0 0.0 0.0
H -2.577381 -1.030818 -3.279681 0.0 0.0 0.0
H -1.370246 1.383184 -2.987500 0.0 0.0 0.0
H 0.751412 0.959305 -1.359630 0.0 0.0 0.0
H 0.749503 -1.475107 -0.777781 0.1 0.0 0.0
H -1.116562 -2.779923 -1.811574 0.0 0.0 0.0
C -2.264718 3.474068 1.763222 0.0 0.0 0.0
C -3.403751 3.073946 1.013297 0.0 0.0 0.0
C -3.105283 1.872308 0.425257 0.0 0.0 0.0
N -1.835264 1.532832 0.790470 0.0 0.0 0.1
C -1.313635 2.499814 1.603891 0.0 0.0 0.0
H -2.156329 4.370410 2.350460 0.0 0.0 0.0
H -4.333637 3.608164 0.914798 0.0 0.0 0.0
H -3.683440 1.235701 -0.221840 0.0 0.0 0.0
H -1.353062 0.705532 0.488902 0.0 0.0 -0.1
H -0.315384 2.413016 1.998066 0.0 0.0 0.0
C -6.219822 -1.451862 -6.961290 0.0 0.0 0.0
C -5.593779 -0.185625 -6.799364 0.0 0.0 0.0
C -4.521718 -0.363748 -5.967044 0.0 0.0 0.0
N -4.477095 -1.686324 -5.621367 0.0 0.0 0.0
C -5.507667 -2.356731 -6.221049 0.0 0.0 0.0
H -7.092459 -1.671531 -7.552638 0.0 0.0 0.0
H -5.896154 0.747429 -7.243570 0.0 0.0 0.0
H -3.789807 0.332488 -5.595348 0.0 0.0 0.0
H -3.791328 -2.101820 -5.019615 0.0 0.0 0.0
H -5.644805 -3.413532 -6.071636 0.0 0.0 0.0
C 0.160924 3.771886 4.986723 0.0 0.0 0.0
C -1.084004 3.106074 5.158473 0.0 0.0 0.1
C -1.464105 3.288393 6.460672 0.0 0.0 0.0
N -0.500396 4.039098 7.079157 0.0 0.0 0.0
C 0.494286 4.336515 6.189151 0.0 0.0 0.0
H 0.743333 3.833328 4.082390 0.0 0.0 0.0
H -1.634940 2.562441 4.411365 0.0 0.0 0.0
H -2.335980 2.954492 6.995787 0.0 0.0 0.0
H -0.520501 4.327129 8.038824 0.0 0.0 0.0
H 1.346147 4.924567 6.483706 0.0 0.0 0.0
```
Positions in Å, forces in eV/Å.

---

[2]
A structure of composition C3H11O4, computed with ωB97M-V with the def2-TZVPD basis set.

spin multiplicity	1
electronic energy	-11476.507	eV
net charge	-1
ΔE to the lowest compared entry with this formula, charge and spin	412.3	kJ/mol
highest occupied orbital energy	-4.3	eV

```
18
Properties=species:S:1:pos:R:3:forces:R:3
C 0.565920 -0.352745 0.600512 -2.8 -0.7 1.1
O -0.452325 0.511342 1.133983 1.6 0.0 -0.4
C 1.095127 0.026299 -0.765318 0.2 1.0 -0.3
C 2.421547 0.774799 -0.700205 -3.5 0.0 4.2
O 3.438028 -0.473054 0.048610 -0.9 2.5 -2.5
H 0.079031 -1.342880 0.536156 0.2 -0.1 -0.5
H 1.260650 -0.542003 1.416151 0.7 0.6 -0.4
H 1.177303 -0.844761 -1.389893 0.5 -0.6 -0.2
H 0.337148 0.618415 -1.315700 0.2 0.1 0.5
H 2.400365 1.436038 0.214185 0.2 -0.3 -1.5
H 2.671027 1.268293 -1.636514 0.9 -0.2 -0.1
H 3.491987 0.059887 -0.846275 2.9 -2.3 0.2
H -1.252321 0.643108 0.500092 -0.4 0.1 0.4
H -3.017363 1.346475 0.915194 -0.1 -0.1 0.0
O -2.687995 1.020475 0.072850 0.2 0.0 -0.5
H -3.254830 -0.407089 -0.400097 -0.3 -0.4 0.2
H -2.810069 -1.646101 0.285597 -0.6 -0.1 -0.5
O -3.441144 -1.427020 -0.429909 0.8 0.6 0.6
```
Positions in Å, forces in eV/Å.

---

[3]
The molecule C2H3ClO2, computed with ωB97M-V with the def2-TZVPD basis set.

spin multiplicity	1
electronic energy	-18738.490	eV
SMILES string	O[C@@]1(Cl)CO1
ΔE to the lowest compared entry with this formula, charge and spin	150.5	kJ/mol
highest occupied orbital energy	-10.7	eV

```
8
Properties=species:S:1:pos:R:3:forces:R:3
O 0.547750 -0.523024 -1.415661 0.3 -0.2 -0.4
C -0.065587 0.254863 -0.508380 0.7 0.9 2.0
Cl -1.370123 1.196705 -1.184063 0.1 0.1 -0.1
C -0.056410 0.011002 0.936903 -0.3 -0.4 0.0
O 0.790338 1.023623 0.442792 -0.6 -0.4 -1.7
H 0.591486 -1.443101 -1.122204 0.0 0.3 0.1
H -0.897852 0.347722 1.534288 0.0 0.0 0.0
H 0.460398 -0.867790 1.316323 0.0 -0.1 0.0
```
Positions in Å, forces in eV/Å.

---

[4]
A structure of composition C13H18Br24ClO5P, computed with ωB97M-V with the def2-TZVPD basis set.

spin multiplicity	1
electronic energy	-1726840.047	eV
ΔE to the lowest compared entry with this formula, charge and spin	0.0	kJ/mol
highest occupied orbital energy	-10.0	eV

```
62
Properties=species:S:1:pos:R:3:forces:R:3
C 1.730236 -0.439028 -1.965619 -0.1 0.2 0.2
O 1.783041 0.734611 -2.741266 -0.1 -0.1 -0.2
C 1.173099 1.813732 -2.087189 -0.2 0.1 0.1
C 1.360024 3.082568 -2.893874 0.0 0.0 -0.1
C 0.421825 4.171699 -2.417881 0.2 0.3 0.4
O -0.796552 4.141419 -3.193130 -0.1 -0.5 0.1
C -1.945239 4.067397 -2.520025 0.3 0.1 -0.6
O -2.134892 4.409530 -1.391763 -0.1 -0.1 0.2
O -2.920423 3.581328 -3.323415 -0.2 0.0 0.2
P -2.769762 2.034100 -3.944342 0.1 -0.1 0.2
O -3.938862 1.268886 -3.109793 0.1 0.2 -0.1
Cl -3.849803 2.341354 -5.629582 -0.1 0.0 -0.1
H 2.419955 -0.371838 -1.114705 -0.1 0.0 -0.3
H 1.988048 -1.285134 -2.597499 0.1 0.0 0.0
H 0.724925 -0.590620 -1.550398 0.0 -0.1 -0.1
H 1.592827 1.948370 -1.077626 0.0 0.0 0.0
H 0.094921 1.615357 -1.948107 0.1 -0.1 -0.1
H 2.387241 3.434550 -2.797325 0.0 -0.1 0.0
H 1.183319 2.868800 -3.949750 0.0 0.0 0.0
H 0.164780 4.035225 -1.364843 0.0 0.1 0.0
H 0.861878 5.162933 -2.505516 -0.1 0.0 -0.2
H -3.590227 0.910848 -2.283696 0.0 -0.1 0.0
C 4.246871 -2.266077 2.200222 0.0 0.0 0.0
Br 3.776844 -1.024320 0.803110 0.2 -0.1 0.3
Br 3.218688 -3.878306 2.022516 -0.1 -0.1 0.0
Br 6.133112 -2.608135 2.253065 0.0 0.0 0.0
H 3.972805 -1.807583 3.139987 0.0 0.0 0.0
C 1.585559 -7.287566 3.174600 0.1 0.0 0.0
Br 1.375775 -9.190603 3.033787 0.0 0.0 0.0
Br 0.601628 -6.368586 1.799462 0.0 0.0 0.0
Br 1.101549 -6.643568 4.918435 0.0 0.0 0.0
H 2.633404 -7.064466 3.029218 0.0 0.0 0.0
C -1.394596 6.605645 0.697187 0.0 0.0 0.0
Br -0.801550 5.558680 2.198480 0.0 0.0 0.0
Br -2.757158 7.855583 1.207363 0.0 0.0 0.0
Br 0.084151 7.472831 -0.177164 0.1 0.0 0.0
H -1.822949 5.919201 -0.020148 0.0 0.0 0.1
C 6.084480 2.692671 -3.108579 0.1 -0.1 0.0
Br 5.096771 3.976820 -4.141875 0.0 0.0 0.0
Br 7.401348 3.550273 -2.001700 0.0 0.0 0.0
Br 4.932880 1.547670 -2.082596 0.0 0.0 0.0
H 6.613135 2.062616 -3.809265 0.0 0.0 0.0
C 3.966436 -1.095538 6.569247 0.0 0.0 0.1
Br 3.529974 0.164260 5.181686 0.0 0.0 -0.1
Br 2.941474 -2.709948 6.384608 0.0 -0.1 -0.1
Br 5.850385 -1.452237 6.633239 0.0 0.0 0.0
H 3.690369 -0.639934 7.509396 0.0 0.0 0.0
C -2.617695 -5.542170 -0.642412 0.1 -0.1 0.0
Br -2.223757 -3.784858 -1.319496 0.0 0.0 0.0
Br -2.958314 -5.523986 1.247651 -0.1 0.1 0.0
Br -4.043919 -6.384465 -1.605665 -0.1 0.1 0.0
H -1.734772 -6.146969 -0.798611 0.0 0.0 0.0
C -6.715046 7.600751 3.341371 0.0 0.0 0.0
Br -8.600074 7.460407 2.995200 0.0 0.0 0.0
Br -5.799966 5.963762 2.938767 0.0 0.0 0.0
Br -5.950012 9.105981 2.416837 0.0 0.0 0.0
H -6.595142 7.786049 4.398921 0.0 0.0 0.0
C -4.123922 -10.685572 -0.824044 0.0 0.0 0.0
Br -2.472897 -9.790498 -0.405148 0.0 0.0 0.0
Br -5.310346 -10.709700 0.685445 0.0 0.0 0.0
Br -4.980009 -9.943472 -2.378130 0.0 0.0 0.0
H -3.875873 -11.710733 -1.057625 0.0 0.0 0.0
```
Positions in Å, forces in eV/Å.

---

[5]
A cluster of 2 separate species, C7H11N4 in total, computed with ωB97M-V with the def2-TZVPD basis set.

spin multiplicity	1
electronic energy	-13386.280	eV
net charge	+1
ΔE to the lowest compared entry with this formula, charge and spin	565.8	kJ/mol
highest occupied orbital energy (spin up / spin down)	-12.1 / -12.1	eV

```
22
Properties=species:S:1:pos:R:3:forces:R:3
C 2.478168 -0.137544 0.678354 2.0 0.4 2.4
C 2.348608 -0.658756 -0.568581 1.5 -0.3 1.2
C 1.289263 0.483492 1.107802 -0.7 1.3 -0.6
C 0.444102 0.376984 -0.067293 -0.2 -1.8 -1.3
C 0.292992 -0.607673 -2.100854 -0.7 -0.1 0.1
C -0.914633 -0.065104 -1.819308 1.7 -0.3 -0.1
C -2.100501 -1.305262 0.346426 0.5 0.3 2.5
N 1.102250 -0.426625 -1.024582 -1.3 2.1 1.8
N 1.102884 1.221459 2.285320 0.3 -2.2 -0.9
N -1.582094 1.631946 -0.136242 0.4 -1.1 0.6
N -0.820987 0.474845 -0.571768 0.1 3.5 1.8
H 3.404261 -0.160340 1.361809 -1.6 -0.1 -1.5
H 3.151395 -1.202223 -0.985453 0.2 -0.6 -1.2
H 0.659424 -1.168295 -2.894872 0.2 -0.8 -1.4
H -1.846149 -0.020322 -2.277811 -1.1 -0.1 -1.1
H -2.109354 -0.504218 1.094353 0.5 -0.6 0.2
H -3.044629 -1.264277 -0.082678 -1.4 -0.7 -1.4
H -1.569352 -2.226180 0.606970 -0.2 0.4 -0.4
H 1.811523 0.878172 2.951270 -0.5 0.6 -0.1
H 0.171746 1.051088 2.657537 0.1 0.5 0.1
H -2.442429 1.369897 0.319672 -0.1 -0.5 0.1
H -1.826491 2.258937 -0.880072 0.4 0.0 -0.8
```
Positions in Å, forces in eV/Å.

---

[6]
A structure of composition C20H41N2OP2SW, computed with ωB97M-V with the def2-TZVPD basis set.

<S²>	2.035
spin multiplicity	3
electronic energy	-57640.042	eV
net charge	+3
highest occupied orbital energy (spin up / spin down)	-19.1 / -18.9	eV

```
68
Properties=species:S:1:pos:R:3:forces:R:3
W 0.138747 0.018712 -0.256425 -8.7 -0.2 1.8
P 0.084147 -2.206788 -0.645025 -0.1 -6.8 -2.3
P 0.084147 2.272312 -0.415025 -0.1 7.0 -1.6
N 0.289647 0.125112 -2.328725 2.7 -0.1 1.7
C 0.146647 -2.300088 -2.501025 -0.2 0.2 0.0
H 0.611547 -3.231088 -2.870225 -0.2 0.4 0.3
H -0.897053 -2.262688 -2.862225 0.4 -0.1 0.1
C 0.883747 -1.039288 -2.960625 -0.1 -1.3 -1.6
H 1.979047 -1.153188 -2.744325 -0.7 0.5 0.0
H 0.807847 -0.956388 -4.069225 0.1 0.0 0.6
C 0.883747 1.348012 -2.838125 -0.1 1.5 -1.5
H 0.807847 1.379012 -3.949325 0.1 -0.1 0.6
H 1.979047 1.439112 -2.611325 -0.7 -0.5 0.0
C 0.146647 2.555112 -2.251725 -0.2 -0.2 0.0
H -0.897053 2.554912 -2.614825 0.4 0.1 0.1
H 0.611547 3.519012 -2.523625 -0.2 -0.5 0.2
C 1.587347 3.191212 0.233475 0.8 -0.3 0.2
C 1.915647 2.838312 1.694275 -0.1 0.1 0.2
H 2.913547 3.234812 1.954875 -0.5 -0.2 -0.1
H 1.925847 1.750612 1.860875 0.1 0.3 0.0
H 1.185647 3.282012 2.391675 0.3 -0.2 -0.3
C -1.491953 3.142812 0.136975 -0.8 -0.5 0.3
C -1.613353 3.200212 1.669075 0.2 0.2 0.2
H -2.641453 3.487812 1.955075 0.4 -0.1 -0.2
H -0.930153 3.957512 2.091375 -0.3 -0.3 -0.2
H -1.383353 2.230712 2.139775 -0.1 0.5 -0.1
C -1.491953 -3.129288 -0.185025 -0.8 0.5 0.4
C -1.613353 -3.343288 1.333075 0.2 -0.2 0.2
H -2.641453 -3.658688 1.588175 0.4 0.1 -0.2
H -1.383353 -2.426988 1.900575 -0.1 -0.5 -0.1
H -0.930153 -4.139788 1.675675 -0.3 0.3 -0.1
C 1.587347 -3.187188 -0.094025 0.9 0.3 0.2
C 1.915647 -2.985788 1.395275 -0.1 -0.1 0.2
H 2.913547 -3.406988 1.613875 -0.5 0.2 -0.1
H 1.185647 -3.498688 2.043575 0.3 0.2 -0.2
H 1.925847 -1.920988 1.672375 0.1 -0.3 0.0
C 1.894447 0.012612 -0.137925 9.2 0.0 0.4
O 3.068547 0.011012 -0.105525 -2.2 0.0 0.0
C -1.780253 4.507912 -0.510025 0.4 0.2 -0.3
H -1.103253 5.290812 -0.133125 -0.3 -0.3 -0.1
H -1.690853 4.476612 -1.608725 -0.1 0.1 0.4
H -2.813653 4.818512 -0.267825 0.5 -0.3 -0.1
C -1.780353 -4.420888 -0.968425 0.4 -0.2 -0.4
H -2.813653 -4.754688 -0.759325 0.4 0.3 0.0
H -1.690853 -4.277388 -2.058125 -0.1 -0.1 0.4
H -1.103253 -5.238288 -0.673625 -0.3 0.4 -0.1
C 1.591747 -4.676088 -0.473125 -0.5 -0.2 -0.2
H 2.602347 -5.095788 -0.318225 -0.4 0.3 0.0
H 0.896247 -5.251788 0.161175 0.3 0.2 -0.2
H 1.317147 -4.845588 -1.528125 0.2 0.0 0.4
C 1.591747 4.710912 0.008775 -0.5 0.2 -0.2
H 0.896247 5.218712 0.698675 0.3 -0.2 -0.3
H 2.602447 5.112612 0.205975 -0.4 -0.3 -0.1
H 1.317147 4.987712 -1.023225 0.2 0.0 0.4
H 2.378047 2.744012 -0.401525 -0.2 0.2 0.1
H 2.378047 -2.677388 -0.679825 -0.2 -0.2 0.1
H -2.252553 2.428312 -0.235625 0.1 0.2 0.1
H -2.252553 -2.380388 -0.482525 0.1 -0.3 0.1
H -2.720053 -0.218388 -1.449825 -0.1 0.4 1.6
H -2.803253 -0.040088 -0.670925 0.2 -0.3 -1.7
S -2.365453 -0.171888 3.608175 -1.3 0.0 -0.2
C -0.727053 -0.205288 3.946475 1.2 0.1 -1.7
C -0.042953 -0.144788 2.742975 0.0 -0.1 2.2
N -0.818853 -0.077488 1.623375 -0.6 0.1 -0.1
C -2.145453 -0.081888 1.943575 1.4 -0.1 1.6
H -0.278153 -0.262288 4.928675 -0.2 0.0 0.0
H 1.033247 -0.149488 2.700175 0.1 0.0 -0.2
H -2.980753 -0.029988 1.288375 -0.3 0.0 -0.5
```
Positions in Å, forces in eV/Å.